1 | {"formula": "C17H12BaClN2O3S3", "method": "ωB97M-V/def2-TZVPD", "symbols": ["H", "C", "H", "C", "H", "C", "S", "C", "O", "C", "C", "H", "H", "C", "H", "H", "C", "S", "N", "H", "N", "C", "H", "C", "Ba", "C", "C", "C", "H", "C", "C", "H", "O", "C", "H", "Cl", "O", "S", "C"], "positions_angstrom": [[0.1345, -0.0329, 3.3071], [5.5259, -3.9743, -1.4792], [-2.8149, 1.8826, 2.0631], [0.2565, 2.0203, 2.7537], [-1.7085, 2.7827, -1.9755], [0.5739, 2.9176, 1.7231], [-2.2031, -1.9593, -0.8221], [-0.2364, 2.4745, 4.0219], [3.1958, -4.4143, -1.3062], [0.4161, 4.3340, 1.8914], [-1.8915, 0.7057, -1.5056], [5.6355, -4.9339, -0.9853], [6.1943, -3.8819, -2.3299], [-2.3153, 2.4783, 0.0636], [-4.5364, -1.5929, -1.0518], [1.2464, 3.1026, -0.2898], [-3.7604, -1.9575, -1.7238], [1.6318, 0.6151, -1.3727], [0.2935, 5.4712, 2.0226], [-2.5959, -0.5402, 1.5751], [-0.6393, 2.8147, 5.0454], [-2.1628, -0.2108, -0.4995], [-1.5877, 0.3640, -2.4869], [-2.4633, 0.1945, 0.7902], [1.4600, -2.4216, -1.7494], [-2.5732, 1.5524, 1.0617], [1.0016, 2.4138, 0.5081], [0.3839, 0.6617, 2.5154], [-3.9680, -2.9819, -2.0278], [0.7943, 0.1326, 1.2843], [4.0772, -3.7524, -1.9084], [-3.6678, -1.3076, -2.5931], [3.8636, -2.9126, -2.8192], [1.1173, 1.0413, 0.2379], [-2.3597, 3.5359, 0.2914], [6.0032, -2.7161, -0.2971], [-1.1991, -2.3473, -1.8887], [0.8363, -1.6146, 1.1695], [-1.9584, 2.0565, -1.2135]], "homo_ev": -4.137, "total_charge": -1, "lumo_energy_ev": 1.87}

---

2 | {"formula": "C17H12BaClN2O3S3", "method": "ωB97M-V/def2-TZVPD", "symbols": ["S", "C", "C", "C", "H", "C", "H", "N", "C", "C", "C", "H", "Cl", "C", "O", "O", "H", "N", "H", "S", "H", "C", "H", "C", "H", "H", "H", "C", "C", "Ba", "O", "S", "C", "C", "C", "C", "C", "H", "H"], "positions_angstrom": [[-1.0985, -1.3950, 1.3596], [1.4766, -2.0503, 0.4630], [3.4183, -1.6928, 1.8899], [3.1312, -0.7547, 4.1556], [0.5690, -0.8210, 3.5053], [0.2884, 1.4649, -0.9624], [2.3711, 1.6928, 1.6776], [3.5614, -0.3835, 5.1574], [2.5913, -1.2187, 2.9187], [-6.4600, -0.9654, -1.0976], [2.9658, 1.5915, -0.3827], [-0.0521, 1.5114, 1.1569], [-7.2889, -2.2132, -0.1248], [4.8397, -1.7210, 2.0331], [-4.5740, -2.2336, -1.8264], [-4.1926, -0.4107, -0.6317], [-1.2330, 3.1536, -2.7616], [5.9876, -1.7314, 2.1235], [-2.8660, 3.0681, -2.0327], [0.8774, -2.4870, -1.1040], [-6.6597, -0.0098, -0.6257], [2.0423, 1.6448, 0.6477], [4.0235, 1.6153, -0.1526], [2.5497, 1.4612, -1.7025], [3.4930, -2.4642, -0.1007], [0.8577, 1.2453, -3.0196], [-1.5072, 3.7580, -1.0984], [0.6340, -1.5765, 1.5124], [1.2011, 1.3988, -2.0045], [-2.1524, -1.7859, -1.4500], [-1.7156, 0.5216, -2.4800], [-1.4566, 1.3650, -1.2149], [1.2143, -1.1831, 2.7166], [0.6844, 1.5652, 0.3647], [-1.7974, 3.0156, -1.8410], [2.8500, -2.1103, 0.6934], [-4.9580, -1.2258, -1.1810], [3.2866, 1.3802, -2.4910], [-6.9025, -1.0193, -2.0892]], "homo_ev": -4.053, "total_charge": -1, "lumo_energy_ev": 1.95}

---

1 is favored, and the nearest alternative lies 0.0124 hartree above it.

---

1 | {"formula": "C2H2ClN3O", "method": "ωB97M-V/def2-TZVPD", "symbols": ["N", "N", "O", "C", "Cl", "C", "H", "H", "N"], "positions_angstrom": [[-1.5722, -0.2113, 0.1891], [0.3769, -1.4382, 0.0217], [0.2740, 2.0891, 0.2127], [-0.9772, -1.3208, 0.1368], [2.5857, -0.0456, -0.1424], [0.9014, -0.2418, -0.0325], [-1.5372, -2.2478, 0.1818], [-0.1463, 2.6221, -0.4847], [0.0949, 0.7942, -0.0825]], "homo_ev": [-9.740, -9.740], "lumo_energy_ev": [-0.52, -0.52]}

---

2 | {"formula": "C2H2ClN3O", "method": "ωB97M-V/def2-TZVPD", "symbols": ["N", "C", "H", "O", "N", "N", "C", "H", "Cl"], "positions_angstrom": [[-0.1791, -0.8823, -0.3291], [1.0439, 1.2874, 0.0368], [1.4201, 2.2254, -0.1303], [-0.4678, -2.1219, 0.2543], [1.6954, 0.2393, 0.2017], [-0.3773, 1.3645, 0.0215], [-0.9102, 0.2002, -0.1096], [0.4210, -2.4696, 0.1347], [-2.6460, 0.1571, -0.0799]], "homo_ev": [-9.727, -9.827], "lumo_energy_ev": [-1.88, -0.92]}

---

1 is favored, and the nearest alternative lies 0.0375 hartree above it.

---

1 | {"formula": "C24H25AsCl2IN4O4Ti", "method": "ωB97M-V/def2-TZVPD", "symbols": ["C", "C", "As", "C", "H", "C", "C", "Ti", "H", "H", "H", "H", "C", "H", "H", "C", "C", "C", "C", "H", "H", "H", "C", "H", "H", "I", "C", "C", "N", "Cl", "C", "N", "C", "C", "C", "C", "H", "H", "C", "C", "N", "O", "H", "C", "O", "H", "O", "C", "Cl", "H", "H", "H", "H", "H", "H", "N", "C", "H", "C", "H", "O", "H"], "positions_angstrom": [[2.6526, 0.5628, -0.4364], [-4.6040, -0.8099, 1.4670], [0.2257, 1.9546, -1.8800], [1.9561, -0.5247, 2.0402], [-5.2778, -0.2591, 2.0996], [0.9758, 1.4982, -3.6718], [-1.6284, 2.2360, -2.5233], [0.0960, -0.0943, 0.0963], [-5.8328, -0.7409, -0.2936], [-2.5413, -2.2796, -3.0171], [-1.4615, -3.6671, -2.8986], [1.6811, 3.9976, -2.5189], [2.7892, -2.8278, 3.3802], [-1.1456, -4.8262, 0.6318], [3.9819, 0.1442, 2.3163], [-1.9408, -2.8065, -1.0306], [2.0802, 1.3824, 0.6513], [-4.8926, -1.0576, 0.1356], [-4.0099, -1.7205, -0.6743], [1.7251, -2.2532, -1.8582], [0.8226, -3.5903, 3.0208], [-1.6485, 2.4767, -3.5902], [-2.4580, -1.8579, 1.0911], [0.6831, 0.4796, -3.9263], [-2.0888, 3.0522, -1.9626], [-1.7046, 1.7978, 1.0737], [1.0692, -1.6392, 2.1783], [-1.1626, -2.3316, 1.7154], [1.9131, -0.5950, -0.6617], [3.2656, -4.2334, 4.2880], [-0.5987, -4.5820, -0.2863], [-2.7751, -2.1616, -0.2290], [3.7120, 0.9448, -1.2328], [4.1345, 0.1221, -2.2662], [2.3170, -1.3583, -1.6990], [3.2796, -0.6600, 2.4785], [0.6295, 2.1858, -4.4498], [0.4584, -4.7950, -0.1382], [-3.3512, -1.2274, 1.9135], [3.3888, -1.0668, -2.4938], [1.4633, 0.6515, 1.6010], [-0.6954, -3.1955, -0.5798], [3.6643, -1.7382, -3.2971], [0.7152, 3.9024, -2.0232], [2.0432, 2.6234, 0.5838], [-3.0403, -1.0364, 2.9296], [-1.2004, -3.3779, 2.3827], [-2.3128, -3.1739, -2.4350], [5.3155, -1.8914, 3.7464], [-0.9838, -5.1864, -1.1187], [4.2026, 1.8850, -1.0133], [-3.1818, -3.8457, -2.4644], [-2.1904, 1.3220, -2.3298], [0.8226, 4.2791, -1.0079], [4.9798, 0.3785, -2.8888], [-0.1653, -1.4596, 1.5804], [3.6785, -1.7969, 3.1561], [-0.0338, 4.4921, -2.5545], [1.4975, -2.7628, 2.8713], [2.0664, 1.5375, -3.6256], [-0.8269, -0.4558, -1.1685], [-4.2335, -1.8782, -1.7149]], "homo_ev": [0.188, -0.998], "s_squared": 0.767, "total_charge": -2, "spin_multiplicity": 2, "lumo_energy_ev": [4.45, 4.45]}

---

2 | {"formula": "C24H25AsCl2IN4O4Ti", "method": "ωB97M-V/def2-TZVPD", "symbols": ["O", "H", "H", "C", "H", "H", "C", "C", "H", "H", "H", "H", "O", "C", "H", "C", "H", "Ti", "O", "Cl", "H", "N", "H", "C", "H", "H", "C", "C", "H", "I", "C", "H", "C", "H", "C", "H", "O", "C", "C", "C", "C", "C", "H", "C", "H", "C", "H", "C", "C", "C", "C", "N", "N", "C", "Cl", "C", "As", "H", "H", "H", "H", "N"], "positions_angstrom": [[-0.1068, 0.9604, -1.3341], [3.1223, 0.5397, -5.1434], [-0.5159, 4.5457, -1.2557], [2.5575, -3.3702, 2.9664], [-1.4814, 1.0645, 3.7590], [1.8140, 0.5672, 2.0246], [-4.1966, -0.4338, -2.1107], [0.1365, 3.7162, -1.5094], [3.9746, -0.1611, -2.8781], [-2.9967, 1.3968, 2.8839], [-1.6196, 2.4992, 2.7009], [0.7378, 0.0356, -5.7069], [3.7544, -1.5861, -0.7272], [-4.9316, -1.1983, -1.1631], [0.9596, 4.7363, 0.8459], [2.4791, 0.0368, -4.4318], [0.8266, 1.6542, 3.0001], [-0.2192, -0.4769, -0.4229], [-2.6032, -2.9423, 1.9472], [4.0063, -3.9200, 3.7755], [-2.2833, 0.3756, -2.5963], [-0.7588, -1.9812, 0.8731], [2.4204, 1.1404, 0.2354], [0.3663, -0.8576, -3.7934], [1.1600, 4.0762, -1.6580], [-0.8287, -3.4964, 3.1644], [-2.0870, -2.2423, 1.0599], [-2.8539, -0.2683, -1.9388], [0.9134, 3.6195, 2.2233], [-2.8038, 2.9614, -0.1906], [-4.2429, -1.7629, -0.1116], [-6.0058, -1.3070, -1.2512], [-0.2063, 0.8330, 1.2476], [-0.2243, 3.2225, -2.4105], [2.6961, -2.6092, 1.8086], [2.3367, 2.0736, -1.2478], [-1.5226, 0.6700, 1.7164], [0.2677, -2.4717, 1.6450], [1.3008, -3.6848, 3.4509], [2.1118, 2.0977, -0.1799], [2.0853, -0.9383, -2.2916], [0.8035, 0.7487, 2.3830], [-0.6750, -1.0831, -3.9979], [1.1534, -0.2388, -4.7467], [-4.6920, 0.0738, -2.9278], [-2.8665, -1.6042, -0.0089], [3.6789, -2.3786, 1.4296], [0.3723, 3.9504, 1.3316], [2.9537, -0.3358, -3.1891], [2.5608, -1.3484, -0.9183], [0.1551, -3.2457, 2.7992], [0.8048, -1.1987, -2.5859], [-2.1501, -0.8430, -0.9261], [1.5683, -2.1588, 1.1415], [1.1169, -4.6464, 4.8977], [-1.9105, 1.4525, 2.8271], [0.1589, 2.3735, -0.0203], [-0.5960, 4.3566, 1.6222], [2.6914, 2.8947, 0.2872], [0.5349, -0.0903, 3.0301], [-4.7343, -2.3442, 0.6578], [1.5328, -1.4482, -0.0612]], "homo_ev": [0.251, -1.784], "s_squared": 0.769, "total_charge": -2, "spin_multiplicity": 2, "lumo_energy_ev": [4.32, 4.31]}

---

2 is favored, and the nearest alternative lies 0.0466 hartree above it.